The following is a quantum chemistry calculation of a molecular structure, C40H42AsNP4S4Ta, from the Open Molecules 2025 dataset.

Results
DFT total energy   -6855.1389 Ha
Energy relative to the best compared isomer or geometry (same formula, charge and spin)   0.0 kcal per mole
Molecular weight   1044.8 g/mol

```
! wB97M-V def2-TZVPD RIJCOSX def2/J DEFGRID3
* xyz 1 1
C 2.4088 -0.0618 -3.7070
H 3.3237 5.5013 -1.0854
C 0.8366 1.3550 -2.9801
C -2.6227 -2.0138 0.5976
P -0.6866 2.6542 -1.1637
C 0.0875 -5.7520 0.1725
C 4.3606 0.5622 0.1808
P -0.3427 -1.3396 2.0961
C 1.6835 1.1127 -4.0226
C 2.3559 5.3084 -0.6417
C 1.5606 4.2906 -1.1445
C 3.8672 -0.6920 0.5279
C 2.3676 -1.7072 -1.7447
H -1.0983 4.6066 0.9435
H 0.0839 -3.1993 3.5002
H -4.0017 -0.1725 -1.3093
P -1.8448 -1.1530 -0.8007
C -4.8543 4.4542 -1.8554
H 6.6020 -1.9363 2.1024
C -0.2193 2.3992 -2.9065
C -3.8587 -2.6311 0.4315
C 4.6839 -1.5969 1.2113
H 2.5323 6.8725 0.8162
C -3.5024 2.6354 -1.0578
C -2.4562 4.6369 -1.8713
C -3.9032 -3.2384 2.7537
H 1.5106 -7.2404 -0.4075
H 1.9279 3.6823 -1.9628
S -1.5544 1.6165 1.6811
C -0.1339 4.8124 0.4918
H -3.7784 6.1773 -2.5496
H 1.7524 1.7079 -4.9191
C 1.3294 -6.3560 0.1883
C -1.0909 -2.4812 -1.8041
H -4.3472 -2.6233 -0.5344
H 2.1513 -2.4811 0.6221
H -0.3024 -2.9845 -1.2486
N 1.0014 0.3954 -1.9778
H -1.5659 5.2175 -2.0798
H 4.3156 -2.5833 1.4633
S 1.4560 1.7099 1.3154
H 0.0933 3.3346 -3.3737
H 2.8708 -4.3081 2.3825
H 1.5859 -2.4837 2.9774
C -2.6631 -2.6396 2.9238
C -4.7514 3.1803 -1.3171
H 1.6931 -2.5466 -1.9302
H -1.1406 -4.1789 0.9327
H -4.4008 -3.6966 3.5976
H 7.4671 0.3000 1.5006
C 6.4596 0.0184 1.2254
C 0.6243 -2.8534 2.6130
C -0.1520 -4.6165 0.9355
C 0.8537 -4.0502 1.7144
As -4.6591 2.6612 2.5784
H -5.8272 4.8849 -2.0505
S -3.3801 4.2178 2.5374
C 1.9713 -0.4833 -2.4870
H 3.1569 -0.5564 -4.3059
H -1.0720 0.2148 3.7954
Ta 0.2131 0.4412 0.0742
H -5.4607 -3.7134 1.3527
C 0.3087 4.0481 -0.5812
C 2.0907 -4.7030 1.7416
H -5.6416 2.6083 -1.0840
C -0.3135 -0.5585 3.7385
C -3.2133 -0.6468 -1.8887
C 0.6691 5.8270 0.9918
H 3.7386 1.2687 -0.3558
C -4.4975 -3.2439 1.5000
H 0.6630 -0.0889 3.8596
H 6.0339 1.8867 0.2568
H -2.8429 0.0653 -2.6260
H 0.3204 6.4219 1.8257
C 5.9753 -1.2365 1.5660
C -3.7046 5.1818 -2.1330
H -3.4365 1.6587 -0.6088
H -1.1292 2.0721 -3.4197
H -0.6475 -2.0205 -2.6906
H -2.2122 -2.6412 3.9088
C 2.3329 -5.8385 0.9843
H -3.6180 -1.5149 -2.4092
S -3.5205 0.8412 1.9227
P 2.2485 -1.2584 0.0030
C 5.6557 0.9105 0.5282
H 3.3808 -2.0219 -1.9953
H -1.8349 -3.2177 -2.1104
C 1.9106 6.0779 0.4260
H 3.2988 -6.3233 1.0249
C -2.0144 -2.0297 1.8580
H -0.4576 -1.2958 4.5278
H -0.7078 -6.1741 -0.4273
C -2.3518 3.3542 -1.3315
*
```